Formula: C31H35N2O11
Source: OMol25
Level of theory: the ωB97M-V functional and the def2-TZVPD basis

Properties
E_tot ... -58221.4119 eV
Max |F| ... 0.86 eV Å⁻¹
E_LUMO ... 2.24 eV
Orbital gap ... 6.774 eV
Energy above the lowest of the compared OMol25 structures with the same formula, charge and spin ... 1.1 kcal per mole
SMILES string ... CO[C@@H]1[C@@H](OC(N)=O)[C@@H](O)[C@H](Oc2ccc3c(=O)c(NC(=O)c4ccc(O)c(CC=C(C)C)c4)c([O-])oc3c2C)OC1(C)C
Charge ... -1

Element x y z (Å)
O 1.30 2.33 -0.93
O -2.18 -2.42 -5.02
O 0.07 -3.06 3.22
O -0.50 -4.36 1.44
O -1.78 -3.03 -2.92
O -3.76 0.28 -1.50
O -3.59 2.08 -5.07
O 1.18 0.11 3.31
O 2.87 -3.47 1.68
O 4.06 -1.29 0.75
O 1.86 -0.71 0.51
N -3.44 -0.04 -4.30
N 3.40 0.43 -0.56
C 0.20 2.08 -1.73
C 3.18 -0.59 0.28
C -2.51 -1.69 -1.07
C -3.07 1.24 -4.34
C -2.32 -2.12 -3.84
C 2.07 -3.05 4.62
C -0.44 -4.85 -1.38
C 0.99 -2.22 3.91
C 0.08 5.49 -0.83
C 0.57 -3.85 2.16
C -1.20 -3.48 0.61
C -1.16 -3.69 -0.76
C -1.92 1.55 -3.43
C 1.11 6.53 -0.50
C -1.84 -2.79 -1.60
C 0.38 1.26 -2.83
C 1.65 -1.17 2.95
C -3.15 -0.70 -1.96
C -2.96 -0.97 -3.34
C 1.30 -1.56 1.51
C -1.28 3.47 -0.21
C -2.09 2.38 -2.34
C 0.12 -1.53 4.97
C -0.27 4.55 0.04
C -0.48 5.58 -2.22
C -1.92 -2.42 1.15
C 1.84 1.20 2.70
C -2.56 -1.53 0.32
C -0.68 0.98 -3.67
C 1.58 -3.06 1.30
C -1.04 2.65 -1.46
H 2.93 1.07 2.73
H 1.41 -3.30 0.24
H 1.52 1.35 1.67
H 0.26 -4.50 -2.13
H 0.22 -1.40 1.36
H 1.04 3.00 -0.28
H 2.74 -1.20 3.07
H 1.57 2.07 3.30
H 1.36 0.83 -3.01
H 1.53 6.38 0.50
H -3.11 -0.69 0.70
H -2.28 3.91 -0.29
H 2.73 -3.51 3.89
H 0.11 4.97 -2.91
H 2.64 1.02 -0.85
H 0.17 4.57 1.03
H -1.50 5.21 -2.25
H -0.34 -2.30 5.59
H 0.10 -5.41 -0.61
H 1.09 -4.74 2.56
H 3.51 -2.82 1.34
H -0.55 0.32 -4.51
H 1.92 6.50 -1.22
H -4.15 -0.35 -4.96
H -0.66 -0.96 4.48
H 0.67 7.53 -0.54
H -1.95 -2.30 2.23
H -1.30 2.79 0.65
H 2.66 -2.40 5.27
H 1.60 -3.82 5.22
H 4.34 0.61 -0.86
H -3.07 2.80 -2.14
H -0.46 6.61 -2.57
H -1.15 -5.51 -1.87
H 0.72 -0.86 5.58



Formula: C31H35N2O4
Source: OMol25
Level of theory: the ωB97M-V functional and the def2-TZVPD basis

Properties
E_tot ... -43886.3489 eV
Max |F| ... 2.51 eV Å⁻¹
E_LUMO ... 2.03 eV
Orbital gap ... 4.566 eV
Energy above the lowest of the compared OMol25 structures with the same formula, charge and spin ... 5.8 kcal per mole
Charge ... -1

Element x y z (Å)
O 1.60 0.22 2.68
O -0.59 -0.05 3.27
O 5.41 3.48 2.42
O 4.49 4.95 0.92
N 2.24 5.11 2.58
N -0.13 1.33 1.56
C 0.95 2.98 6.89
C -1.69 8.07 1.84
C -0.26 -1.23 4.08
C -0.14 3.05 6.02
C -1.80 7.62 3.16
C 1.20 5.34 3.36
C 0.29 -2.36 3.22
C 1.07 4.65 4.65
C -0.09 3.90 4.91
C 0.10 2.59 -0.51
C -0.86 6.74 3.68
C -0.73 4.53 -2.36
C 0.32 6.75 1.55
C 5.50 2.08 1.92
C 2.09 3.76 6.67
C 4.39 4.27 1.92
C 3.18 4.25 2.77
C -0.08 3.37 -2.81
C 0.71 -0.89 5.19
C 5.67 2.07 0.42
C -0.58 3.74 -0.07
C 4.26 1.29 2.32
C 0.41 0.47 2.50
C 0.34 2.41 -1.89
C 6.72 1.49 2.60
C 2.15 4.60 5.55
C -1.59 -1.68 4.65
C 0.19 6.27 2.87
C -0.99 4.70 -1.00
C -0.63 7.62 1.03
C 0.50 1.57 0.46
H -0.94 3.97 4.23
H 0.31 -0.10 5.84
H -0.91 6.40 4.72
H -0.77 3.85 0.99
H 3.35 1.64 1.81
H 3.03 5.21 5.37
H -1.47 -2.56 5.29
H 3.16 3.53 3.59
H 6.58 1.47 3.69
H 0.92 2.31 7.76
H -1.03 2.46 6.20
H 0.88 -1.78 5.81
H 2.94 3.72 7.35
H -2.28 -1.95 3.84
H 1.34 0.93 0.13
H -2.05 -0.89 5.25
H 6.58 2.62 0.14
H 0.47 -3.25 3.84
H -2.43 8.76 1.43
H 4.81 2.51 -0.09
H 6.86 0.45 2.26
H 1.67 -0.57 4.78
H -0.53 7.96 0.00
H 0.11 3.22 -3.88
H 0.85 1.50 -2.22
H -0.43 -2.63 2.45
H 5.78 1.03 0.07
H 1.18 6.41 0.97
H -2.62 7.96 3.80
H 4.40 0.24 2.04
H 1.24 -2.07 2.76
H 4.11 1.34 3.40
H -1.03 5.30 -3.08
H 7.62 2.06 2.36
H -1.50 5.60 -0.64



Formula: C31H35O5Pd
Source: OMol25
Level of theory: the ωB97M-V functional and the def2-TZVPD basis

Properties
Spin multiplicity ... 5
E_tot ... -46423.8662 eV
Max |F| ... 5.06 eV Å⁻¹
E_LUMO (spin up / spin down) ... 2.34 / 1.40 eV
Orbital gap (spin up / spin down) ... 5.644 / 5.384 eV
Charge ... -1

Element x y z (Å)
Pd -0.15 0.18 1.55
O 2.79 -0.53 -4.09
O -1.03 -0.60 -6.25
O -0.36 -2.50 -5.27
O 1.84 -0.82 -6.12
O -0.75 -1.20 0.25
C 3.16 -1.01 -6.60
C -0.20 3.03 6.42
C -0.43 -1.17 -5.35
C -0.95 -3.13 -6.42
C 1.79 -0.58 -4.80
C -0.15 1.79 5.75
C -0.96 -0.28 -2.24
C -1.84 -2.23 4.37
C 2.09 0.43 1.95
C -0.77 1.29 -2.79
C 1.30 2.70 -2.17
C -0.12 1.02 -4.18
C 0.37 -0.44 -4.25
C -0.16 2.56 -2.29
C 1.73 -0.59 2.91
C -1.54 -0.76 -0.86
C -2.68 -0.90 2.69
C -0.06 0.65 7.91
C -2.03 -3.05 3.21
C -0.20 1.66 4.32
C 1.96 -1.60 0.84
C -2.26 -0.91 4.06
C -0.26 1.22 3.14
C 1.60 -1.82 2.21
C 2.29 -0.22 0.67
C -1.02 3.56 -1.62
C 0.22 -1.03 -2.82
C -0.08 0.60 6.52
C -0.08 1.88 8.57
C -2.56 -2.23 2.18
C -0.17 3.06 7.82
H -1.82 -4.11 3.14
H -1.46 -2.57 5.34
H -0.27 3.96 5.85
H 2.73 0.23 -0.21
H 1.86 1.79 -2.43
H -1.82 -0.59 -2.88
H 3.07 -1.14 -7.68
H -2.11 -1.67 -1.11
H -0.82 -4.19 -6.25
H 1.71 3.52 -2.79
H 0.10 -2.12 -2.89
H 2.28 1.47 2.18
H 1.37 -2.79 2.66
H -0.22 4.02 8.35
H -0.02 -0.27 8.49
H 3.80 -0.16 -6.37
H -1.08 4.51 -2.17
H -2.01 -2.87 -6.50
H -0.43 -2.81 -7.32
H -3.07 -0.04 2.15
H 1.13 -0.81 -2.24
H -2.04 3.18 -1.52
H 2.08 -2.37 0.09
H 1.61 -0.44 3.98
H -2.22 -0.04 4.71
H -1.84 1.55 -2.94
H 3.60 -1.91 -6.16
H -0.65 3.79 -0.61
H 1.60 2.95 -1.13
H -0.87 1.18 -4.96
H -2.26 0.03 -0.51
H -0.07 -0.37 6.01
H -2.84 -2.54 1.18
H -0.05 1.92 9.66
H 0.72 1.69 -4.38